# 1
Below is a molecular structure, C31H45BBr39FN2O7, with properties calculated with ωB97M-V with the def2-TZVPD basis set.

Structure (ORCA input):
```
! RIJCOSX wB97M-V def2-TZVPD def2/J DEFGRID3
* xyz 0 1
Br -4.55475 5.33211 -7.82049
Br 2.54845 -0.14929 -3.12909
Br 2.03875 5.79543 5.29523
Br 2.58491 8.83944 -0.61650
Br 1.09444 -0.05844 -6.89364
Br 4.88908 -2.53968 -2.20308
Br 9.39012 -6.22195 -3.69979
Br -10.80440 -4.13866 -2.19093
Br 5.06943 1.80713 -3.08909
Br -8.45429 -5.65931 6.06476
Br 0.91655 11.32289 -1.76344
Br -1.42193 1.08534 -5.28409
Br -3.15224 6.60111 -10.40573
Br 7.10286 0.63764 -5.78277
Br 4.51077 -1.00136 6.72231
Br -6.04464 -7.09220 4.51986
Br 9.19529 -0.03966 -3.45741
Br 2.55133 2.47366 -4.96196
Br -0.53475 2.44181 -8.04655
Br 5.55952 6.35658 -1.22183
Br 4.51965 7.82180 5.36795
Br 3.71539 -1.62878 3.68437
Br 2.99734 1.21685 4.97614
Br 7.21837 3.86904 -0.06908
Br 9.36106 -3.54848 -1.93832
Br 0.02398 9.92245 0.97564
Br -10.22396 0.67402 5.31259
Br -7.45785 -4.51276 3.24054
Br -8.41170 -1.96613 5.26617
Br -7.78249 -3.75630 -1.21315
Br 4.66597 4.96149 1.52222
Br 8.04113 -2.38755 -5.30780
Br 1.99565 8.44775 3.49745
Br -9.77168 -5.64216 0.43810
Br 4.31048 -5.58982 -2.98766
Br -7.15443 0.82102 6.21803
Br 2.14221 -3.91585 -1.31797
Br 9.87213 -6.38117 -0.53531
Br -1.54630 6.41398 -7.64102
F -5.03613 1.97583 -1.38635
O -0.66665 -2.66619 2.54521
O -4.91289 -0.19666 -1.88277
O -2.48614 -1.24513 2.46540
O -1.39273 -1.87784 0.52935
O -1.98458 -1.12742 -1.98009
O -4.33608 -3.13376 1.96890
O -4.10730 -2.73395 -0.45258
N -7.32710 -1.56819 1.63490
N -2.94445 0.93407 -1.61322
C -2.04802 -0.60113 0.33677
C -0.62936 0.80100 -7.02592
C 0.84466 9.67192 -0.75837
C -4.36962 0.83268 -1.64921
C -3.27621 -0.89014 1.25936
C 5.48256 4.70837 -0.21342
C -6.59308 -0.52612 2.40336
C 7.68547 -0.67422 -4.48683
C 6.57144 -1.52667 1.41511
C 3.09514 7.07227 4.29557
C 7.33625 -2.58260 0.49971
C 3.24108 -0.67493 5.30044
C -1.43527 -1.98584 1.94837
C -4.33792 -4.52671 1.60946
C 6.08838 -0.33991 0.45010
C -9.61271 -4.06524 -0.67011
C -5.66895 0.26896 1.36832
C -2.89171 5.60272 -8.76989
C 3.62473 1.08570 -4.15191
C 3.52648 0.29846 0.65004
C -8.74935 -0.27118 6.13512
C -1.07243 0.56319 0.78873
C 0.42467 0.18665 0.43500
C -4.15160 0.31311 1.76440
C 4.02135 -4.18839 -1.68560
C 5.00007 0.56282 1.18443
C 8.98378 -5.44372 -1.97558
C 1.28559 1.48631 0.12027
C 2.52891 1.44761 1.09719
C -2.32503 -0.30575 -1.16543
C -7.68900 -6.09006 4.34256
B -3.95651 -2.31610 0.90090
H -9.91779 -3.21788 -0.06684
H 4.48420 -4.51321 -0.76023
H 3.56197 6.53052 3.48230
H 1.65837 1.39736 -0.92343
H 8.39005 -2.25682 0.36272
H 3.47262 0.23121 -0.45830
H 5.02187 0.35185 2.29695
H 4.84533 4.02622 -0.76680
H -5.83859 -0.06259 0.31993
H 2.15993 1.30183 2.14054
H -9.04004 -0.48761 7.15652
H 2.28578 -1.06597 5.63106
H -4.00074 0.45716 2.85762
H 6.86626 -0.81983 -3.79035
H 0.90673 -0.35065 1.27890
H 7.24045 -1.09023 2.18967
H 5.59471 -0.79479 -0.44440
H -5.91178 -1.07913 3.10032
H -2.52326 4.62257 -9.05031
H -2.54980 1.22206 -2.50679
H -1.28224 0.12590 -7.56646
H -4.66956 -5.11911 2.49401
H 0.41579 -0.46283 -0.47664
H 7.91686 -5.55848 -1.81902
H -5.07978 -4.75680 0.80228
H -3.33406 -4.91107 1.31675
H 0.70810 2.43253 0.21717
H -1.33551 1.48544 0.21795
H 6.97989 0.26557 0.14871
H 6.81063 -2.60948 -0.48616
H -1.17427 0.81873 1.86694
H 5.69389 -1.99020 1.93257
H -3.72036 1.23186 1.27746
H 3.06830 2.42704 1.06262
H -8.26451 -1.24344 1.41476
H 4.08049 0.52378 -4.96117
H -8.39810 -6.73130 3.83147
H 5.21515 1.63495 0.96185
H 0.21128 8.98971 -1.31306
H -6.04631 1.32695 1.41502
H -7.26967 0.17465 2.94449
H -5.05653 -2.61344 -0.62728
H 3.15009 -0.64054 1.12204
H 7.29178 -3.61610 0.92928
H -7.35684 -2.45218 2.13895
*
```

The energy above the lowest of the compared OMol25 structures with the same formula, charge and spin is 155.9 kJ/mol. The LUMO energy comes out at -0.5136 eV. The largest force on an atom comes out at 2.65 eV Å⁻¹. The HOMO energy comes out at -9.46 eV. As for the HOMO-LUMO gap: 0.3288 Ha.

***

# 2
Below is a molecular structure, C31H45BrIrN3O3P2, with properties calculated with ωB97M-V with the def2-TZVPD basis set.

Structure (ORCA input):
```
! RIJCOSX wB97M-V def2-TZVPD def2/J DEFGRID3
* xyz 3 2
Ir -0.29528 0.39185 0.03186
Br -0.82430 1.69064 -2.81361
P 2.09291 0.77013 -0.90870
P -0.91626 -0.30728 2.43075
O -3.19505 0.18798 -1.26453
O -1.44652 -1.17393 -1.20881
O -3.60812 5.72522 -1.28661
N -4.60802 -1.06101 -2.86891
N 1.01610 -1.48829 0.69981
N -1.21089 2.54497 -0.22530
C -2.27685 3.91667 -1.88355
C -1.51626 2.84813 -1.48975
C 5.14863 -1.57030 0.55046
C -1.53094 -3.08730 2.71512
C 3.08952 -2.63122 1.17703
C -2.51193 4.44131 0.44227
C 2.71531 1.55056 -3.66057
C 1.52457 -0.74832 3.80021
C -2.69905 -0.11412 2.97099
C 2.73280 0.42684 -2.64416
C -1.69876 3.36440 0.71503
C 0.21490 1.21825 4.59124
C 2.42689 2.30201 1.30705
C 4.46107 -2.62875 1.14239
C 4.43889 -0.53362 -0.04469
C 4.01236 2.92094 -0.57298
C 3.05612 -0.50755 -0.02729
C -0.79289 -2.09732 2.08992
C -1.39494 -4.41803 2.32816
C -3.29235 -1.70086 -2.67961
C 1.97762 -0.79720 -3.14494
C 0.28119 -3.81270 0.71832
C 2.61853 2.42552 -0.20393
C 0.19425 -2.46926 1.13866
C -2.57124 -0.82342 -1.61086
C -3.62637 -0.67263 1.89741
C -3.10668 1.32710 3.26540
C -0.51582 -4.76984 1.30602
C 0.12354 -0.18170 3.99892
C -2.83460 4.74344 -0.89268
C 2.34321 -1.56984 0.59669
H 3.00978 1.12118 -4.61713
H 4.34049 3.64774 0.16806
H 2.46831 -1.18312 -4.03295
H 2.42673 3.28187 1.77944
H 5.00953 -3.44710 1.58397
H 1.94452 -1.58584 -2.39634
H 1.46504 1.80853 1.52063
H -2.77765 -0.69886 3.89719
H -2.46859 4.12444 -2.92452
H 2.10230 -0.14265 3.10491
H -3.46937 -1.73261 1.71117
H -3.34383 1.84947 2.34124
H 4.02164 3.42374 -1.53481
H -2.34681 1.88803 3.80026
H 4.98973 0.25965 -0.52556
H 4.74966 2.12656 -0.58703
H 1.88099 3.13668 -0.59262
H 1.73198 1.98394 -3.80409
H -2.21413 -2.84000 3.51465
H -3.96645 6.27437 -0.57313
H -4.00232 1.32192 3.88404
H -4.65852 -0.53227 2.21080
H 3.42324 2.33653 -3.41808
H 3.22811 1.71213 1.74689
H 2.04378 -0.73564 4.75708
H 6.22743 -1.54426 0.55416
H -2.89253 5.04810 1.24946
H 1.51014 -1.77887 3.45470
H 0.65424 1.92608 3.89014
H -1.40875 3.13919 1.73123
H -1.98896 -5.17721 2.81346
H -2.70275 -1.66391 -3.59482
H 0.95682 -0.53869 -3.40943
H -0.45160 -5.79894 0.98298
H 0.95617 -4.06976 -0.08328
H 0.86255 1.17881 5.46624
H 2.55446 -3.43219 1.66475
H -0.42437 -0.83664 4.69083
H -4.80737 -0.77169 -3.83046
H -3.48118 -0.12115 0.96956
H -5.39974 -1.61714 -2.53410
H -0.74950 1.58531 4.92716
H -3.36757 -2.73906 -2.36219
H 3.77874 0.14592 -2.46177
H -4.47459 -0.19772 -2.23117
*
```

The LUMO energy (spin up / spin down) comes out at -11.3766 / -11.3212 eV. The largest force on an atom comes out at 3.45 eV Å⁻¹. The HOMO energy (spin up / spin down) comes out at -15.49 / -15.36 eV. As for the HOMO-LUMO gap (spin up / spin down): 0.1511 / 0.1483 Ha.